{"formula": "C12H36O6", "method": "ωB97M-V with the def2-TZVPD basis set", "elements": ["C", "C", "O", "H", "H", "H", "H", "H", "H", "C", "C", "O", "H", "H", "H", "H", "H", "H", "C", "C", "O", "H", "H", "H", "H", "H", "H", "C", "C", "O", "H", "H", "H", "H", "H", "H", "C", "C", "O", "H", "H", "H", "H", "H", "H", "C", "C", "O", "H", "H", "H", "H", "H", "H"], "coordinates": [[2.496, -0.285, 3.057], [3.709, -0.655, 2.243], [3.500, 0.128, 1.053], [2.748, 0.797, 3.263], [2.614, -0.820, 4.085], [1.430, -0.421, 2.725], [3.727, -1.829, 1.904], [4.718, -0.485, 2.552], [3.848, -0.213, 0.195], [-0.449, 1.261, -1.083], [0.905, 0.936, -0.601], [0.711, -0.107, 0.224], [-1.157, 0.423, -1.365], [-0.507, 2.023, -1.738], [-0.741, 1.738, -0.287], [1.333, 1.798, -0.183], [1.592, 0.912, -1.427], [1.403, -0.345, 0.796], [-2.723, 0.546, 2.095], [-3.817, -0.344, 1.626], [-4.985, 0.430, 1.912], [-2.496, 1.622, 1.754], [-1.774, -0.024, 1.928], [-2.700, 0.642, 3.238], [-3.950, -1.359, 2.147], [-3.882, -0.518, 0.576], [-5.715, 0.016, 1.598], [3.227, -2.301, -1.405], [4.662, -2.591, -0.983], [5.223, -1.325, -0.584], [3.166, -1.563, -2.027], [2.531, -2.087, -0.538], [2.706, -3.164, -1.858], [5.239, -2.806, -1.870], [4.459, -3.184, -0.110], [5.823, -1.614, 0.005], [-1.600, -3.043, -0.403], [-0.941, -2.870, -1.594], [-1.146, -3.960, -2.518], [-1.365, -3.951, 0.094], [-2.846, -3.143, -0.471], [-1.385, -2.172, 0.239], [0.130, -2.610, -1.587], [-1.241, -1.961, -2.348], [-0.828, -3.779, -3.540], [-2.988, 4.348, -2.149], [-2.625, 4.560, -0.720], [-3.469, 5.593, -0.176], [-2.983, 5.268, -2.560], [-4.020, 3.727, -2.274], [-2.246, 3.765, -2.630], [-1.546, 4.876, -0.558], [-2.920, 3.821, 0.022], [-2.877, 6.299, 0.261]], "multiplicity": 1, "e_homo_ha": -0.34905, "e_above_lowest_kcal_mol": 187.0, "energy_ev": -25305.09317}

***

{"formula": "C4H7NO3", "method": "ωB97M-V with the def2-TZVPD basis set", "elements": ["O", "C", "O", "C", "C", "C", "O", "N", "H", "H", "H", "H", "H", "H", "H"], "coordinates": [[0.070, 0.928, -2.544], [-0.680, 0.549, -1.469], [-1.700, -0.038, -1.459], [0.096, 0.572, -0.008], [0.639, -0.867, 0.162], [0.935, -1.083, 1.639], [0.211, -1.797, 2.251], [-0.939, 1.003, 0.853], [0.087, -0.095, -2.332], [0.902, 1.303, -0.019], [1.472, -0.903, -0.547], [-0.102, -1.589, -0.179], [1.836, -0.598, 2.049], [-0.988, 2.005, 1.031], [-1.840, 0.610, 0.571]], "charge": 1, "multiplicity": 2, "e_homo_ha": [-0.55246, -0.54011], "e_above_lowest_kcal_mol": 66.4, "s_squared": 0.757, "energy_ev": -11882.12001}

***

{"formula": "C15H33Br6N3O3", "method": "ωB97M-V with the def2-TZVPD basis set", "elements": ["C", "O", "N", "C", "C", "H", "H", "H", "H", "H", "H", "H", "C", "O", "N", "C", "C", "H", "H", "H", "H", "H", "H", "H", "C", "O", "N", "C", "C", "H", "H", "H", "H", "H", "H", "H", "Br", "C", "C", "Br", "H", "H", "H", "H", "Br", "C", "C", "Br", "H", "H", "H", "H", "Br", "C", "C", "Br", "H", "H", "H", "H"], "coordinates": [[-2.351, -0.645, 0.838], [-2.482, 0.082, 1.802], [-1.366, -0.556, -0.078], [-1.428, -1.273, -1.330], [-0.206, 0.266, 0.152], [-3.044, -1.481, 0.635], [-0.592, -1.979, -1.404], [-1.304, -0.561, -2.153], [-2.368, -1.800, -1.471], [-0.310, 1.180, -0.444], [-0.214, 0.568, 1.198], [0.752, -0.184, -0.109], [4.703, -0.398, -4.541], [5.220, 0.085, -5.531], [3.372, -0.394, -4.275], [2.853, -1.061, -3.115], [2.439, 0.238, -5.166], [5.287, -0.900, -3.755], [1.908, -1.560, -3.326], [2.638, -0.364, -2.290], [3.585, -1.774, -2.739], [1.924, 1.089, -4.723], [2.952, 0.490, -6.091], [1.666, -0.487, -5.459], [-2.854, -1.435, 5.975], [-3.481, -1.828, 6.934], [-1.584, -0.949, 6.014], [-0.873, -0.572, 4.796], [-0.803, -0.948, 7.228], [-3.251, -1.404, 4.947], [-0.407, 0.402, 4.978], [-1.528, -0.462, 3.936], [-0.063, -1.285, 4.614], [0.055, -1.615, 7.139], [-0.490, 0.072, 7.472], [-1.423, -1.259, 8.066], [1.369, -3.905, -1.367], [0.034, -5.079, -2.120], [-1.026, -5.329, -1.068], [-2.457, -6.361, -1.877], [0.488, -5.976, -2.527], [-0.421, -4.566, -2.967], [-1.475, -4.393, -0.758], [-0.643, -5.890, -0.224], [3.059, 6.571, -0.721], [2.414, 4.762, -0.564], [2.756, 4.006, -1.838], [1.759, 2.361, -1.958], [1.341, 4.858, -0.446], [2.866, 4.251, 0.280], [3.816, 3.766, -1.878], [2.560, 4.610, -2.720], [-2.306, 4.734, 2.381], [-2.920, 4.370, 0.578], [-2.994, 2.879, 0.397], [-3.233, 2.433, -1.454], [-2.205, 4.844, -0.084], [-3.895, 4.834, 0.453], [-3.769, 2.463, 1.031], [-2.047, 2.462, 0.729]], "multiplicity": 1, "e_homo_ha": -0.33502, "e_above_lowest_kcal_mol": 0.0, "energy_ev": -446958.36044}

***

{"formula": "C5H9N3O2", "method": "ωB97M-V with the def2-TZVPD basis set", "elements": ["C", "C", "C", "C", "C", "N", "N", "N", "O", "O", "H", "H", "H", "H", "H", "H", "H", "H", "H"], "coordinates": [[0.011, 2.712, 1.065], [-0.193, 0.283, -1.420], [1.275, -0.590, 1.797], [-0.165, -0.781, 1.814], [0.450, 0.349, 0.956], [0.171, 0.080, -2.716], [-1.483, 0.757, -1.106], [0.599, 0.081, -0.389], [-0.644, 2.843, 2.012], [0.555, 2.839, 0.049], [1.654, -0.228, 2.673], [1.938, -1.405, 1.365], [-0.405, -1.607, 1.015], [-0.758, -0.778, 2.708], [-0.140, 0.683, -3.349], [1.149, -0.034, -2.770], [-2.131, 1.151, -1.753], [-1.927, 0.472, -0.303], [1.436, -0.212, -0.752]], "multiplicity": 1, "e_homo_ha": -0.23906, "e_above_lowest_kcal_mol": 82.7, "energy_ev": -13892.99545}

***

{"formula": "C5H6N2", "method": "ωB97M-V with the def2-TZVPD basis set", "elements": ["N", "C", "C", "C", "C", "C", "N", "H", "H", "H", "H", "H", "H"], "coordinates": [[1.827, 0.380, 1.852], [1.328, 0.335, 0.810], [0.660, 0.318, -0.515], [0.235, -1.096, -0.895], [-0.517, -1.854, -0.108], [-0.956, 1.768, 0.410], [-0.491, 1.212, -0.627], [1.402, 0.669, -1.241], [0.550, -1.445, -1.874], [-0.834, -1.514, 0.876], [-0.836, -2.847, -0.409], [-1.823, 2.421, 0.300], [-0.545, 1.652, 1.421]], "multiplicity": 1, "e_homo_ha": -0.38364, "e_above_lowest_kcal_mol": 44.4, "energy_ev": -8260.43463}

***

{"formula": "C16H19N3OS2", "method": "ωB97M-V with the def2-TZVPD basis set", "elements": ["S", "C", "S", "C", "C", "C", "C", "C", "C", "C", "C", "N", "C", "C", "N", "C", "N", "C", "C", "O", "C", "C", "H", "H", "H", "H", "H", "H", "H", "H", "H", "H", "H", "H", "H", "H", "H", "H", "H", "H", "H"], "coordinates": [[2.417, 1.573, 1.734], [1.757, 2.264, 0.336], [2.753, 2.100, -1.240], [3.064, 0.271, -1.519], [1.789, -0.368, -2.261], [1.483, -1.900, -1.897], [0.926, -2.108, -0.393], [1.943, -2.140, 0.767], [1.491, -2.357, 2.256], [-0.023, -2.557, 2.508], [-1.114, -2.552, 1.354], [-2.473, -2.787, 1.763], [-3.306, -2.777, 0.607], [-2.857, -2.509, -0.857], [-1.503, -2.271, -1.226], [-0.619, -2.318, -0.093], [0.438, 2.968, 0.317], [-0.299, 2.620, 1.571], [-1.810, 3.224, 1.459], [-2.503, 2.369, 0.497], [-1.923, 2.748, -0.786], [-0.368, 2.354, -0.810], [3.381, -0.254, -0.557], [3.951, 0.210, -2.254], [0.852, 0.274, -2.120], [2.021, -0.325, -3.397], [0.650, -2.247, -2.622], [2.363, -2.618, -2.089], [3.066, -2.013, 0.585], [2.179, -2.411, 3.161], [-0.378, -2.742, 3.591], [-4.428, -2.986, 0.778], [-3.653, -2.501, -1.681], [0.176, 3.150, 2.478], [-0.419, 1.489, 1.717], [-2.364, 3.137, 2.452], [-1.793, 4.275, 1.009], [-2.445, 2.082, -1.577], [-2.152, 3.829, -1.082], [-0.323, 1.207, -0.630], [0.052, 2.601, -1.851]], "multiplicity": 1, "e_homo_ha": -0.30615, "e_above_lowest_kcal_mol": 196.9, "energy_ev": -45080.73245}

***

{"formula": "C9H7ClF2OS", "method": "ωB97M-V with the def2-TZVPD basis set", "elements": ["C", "C", "C", "C", "C", "C", "C", "C", "C", "O", "F", "F", "S", "Cl", "H", "H", "H", "H", "H", "H", "H"], "coordinates": [[-2.163, 0.698, 0.691], [-1.918, -0.606, 0.931], [-1.202, 1.572, 0.155], [-0.629, -1.037, 0.918], [0.093, 1.150, 0.117], [0.404, -0.164, 0.552], [1.560, -2.009, -1.346], [2.493, -1.022, -0.663], [1.853, -0.473, 0.690], [1.246, -3.070, -0.948], [2.028, -1.330, 1.664], [2.556, 0.700, 1.010], [3.962, -1.921, -0.190], [1.214, -1.643, -3.067], [-3.200, 1.115, 0.486], [-2.507, -1.326, 1.327], [-1.475, 2.633, -0.039], [-0.448, -2.202, 1.142], [0.912, 1.723, -0.358], [2.754, -0.130, -1.334], [4.275, -2.317, -1.338]], "multiplicity": 1, "e_homo_ha": -0.35877, "e_above_lowest_kcal_mol": 0.0, "energy_ev": -40285.58560}

***

{"formula": "C30H21IN6O6Yb", "method": "ωB97M-V with the def2-TZVPD basis set", "elements": ["Yb", "I", "C", "C", "C", "C", "N", "C", "H", "H", "H", "H", "N", "C", "C", "C", "N", "C", "N", "C", "O", "C", "C", "C", "C", "C", "C", "N", "C", "C", "C", "C", "C", "C", "C", "O", "H", "H", "H", "H", "H", "H", "H", "H", "H", "H", "H", "H", "H", "O", "C", "O", "C", "C", "C", "C", "C", "C", "N", "O", "O", "H", "H", "H", "H"], "coordinates": [[0.168, -0.495, 0.220], [-0.352, -5.328, -3.878], [-1.256, -4.160, -2.394], [-2.455, -4.543, -1.810], [-3.011, -3.702, -0.859], [-2.350, -2.536, -0.517], [-1.176, -2.180, -1.056], [-0.653, -2.983, -1.989], [-2.940, -5.467, -2.090], [-3.949, -3.956, -0.387], [-2.771, -1.862, 0.219], [0.287, -2.676, -2.433], [1.918, -1.752, -0.262], [3.023, -2.037, -0.538], [4.309, -2.258, -0.967], [4.624, -1.292, -1.938], [4.653, -0.417, -2.691], [5.161, -3.284, -0.507], [5.837, -4.126, -0.114], [0.279, 4.535, -3.504], [0.534, 3.258, -2.930], [0.947, 3.184, -1.652], [0.841, 4.207, -0.720], [1.313, 4.033, 0.570], [1.940, 2.858, 0.947], [2.073, 1.825, 0.032], [1.548, 1.972, -1.253], [1.713, 0.933, -2.205], [0.805, 0.525, -3.064], [-0.591, 0.763, -3.048], [-1.273, 0.704, -4.290], [-2.577, 1.088, -4.408], [-3.272, 1.529, -3.270], [-2.672, 1.519, -2.036], [-1.339, 1.099, -1.869], [-0.837, 0.976, -0.675], [0.107, 4.341, -4.560], [1.141, 5.196, -3.390], [-0.607, 5.002, -3.071], [0.381, 5.143, -1.002], [1.217, 4.841, 1.281], [2.345, 2.751, 1.942], [2.650, 0.936, 0.283], [2.703, 0.674, -2.410], [1.208, -0.006, -3.923], [-0.709, 0.417, -5.169], [-3.071, 1.070, -5.368], [-4.294, 1.868, -3.365], [-3.200, 1.828, -1.144], [0.732, 0.123, 2.157], [-0.214, -0.570, 2.644], [-1.008, -1.167, 1.848], [-0.386, -0.703, 4.106], [-1.488, -1.391, 4.609], [-1.630, -1.554, 5.973], [-0.668, -1.023, 6.819], [0.425, -0.324, 6.334], [0.562, -0.159, 4.969], [-0.816, -1.221, 8.269], [-1.780, -1.858, 8.640], [0.034, -0.739, 8.986], [-2.221, -1.800, 3.930], [-2.469, -2.088, 6.391], [1.154, 0.077, 7.022], [1.405, 0.379, 4.560]], "charge": 1, "multiplicity": 2, "e_homo_ha": [-0.40808, -0.40812], "e_above_lowest_kcal_mol": 0.0, "s_squared": 0.751, "energy_ev": -92300.45656}